Entry from OMol25: a structure of composition C20H17N3O2PmS3 at a distorted geometry (ωB97M-V/def2-TZVPD).

```
46
Properties=species:S:1:pos:R:3:forces:R:3
Pm 0.0026 0.2537 -0.0504 0.3 -0.9 -1.0
C 3.0579 1.3955 -0.1796 0.0 0.4 0.2
C 3.1835 0.1606 -1.0118 -3.4 -1.1 0.3
C 4.3182 -0.2393 -1.6415 1.4 -1.3 -1.3
C 4.3253 -1.4237 -2.4074 -0.3 1.2 0.9
C 3.1515 -2.1759 -2.5112 -0.5 -0.3 0.0
C 3.0787 -3.3673 -3.2556 -0.9 -1.0 -0.4
C 1.8857 -4.1196 -3.3559 2.9 0.6 -0.6
C 0.7644 -3.6976 -2.7203 -0.9 2.8 2.1
C 0.7727 -2.4753 -1.9327 0.9 -2.1 -1.7
S -0.7079 -2.0711 -1.1828 -1.2 0.7 0.8
C 1.9768 -1.7147 -1.8306 -0.2 -0.7 -0.4
N 1.9984 -0.5709 -1.0993 2.3 1.2 0.1
H 3.9873 1.9584 -0.1331 0.0 0.0 0.0
H 2.7849 1.1606 0.8589 0.1 0.0 -0.1
H 2.3041 2.0876 -0.5882 0.1 -0.1 0.0
H 5.2169 0.3561 -1.5509 0.0 0.0 0.0
H 5.2245 -1.7510 -2.9096 0.1 0.0 0.0
H 3.9722 -3.7091 -3.7621 0.0 0.0 0.0
H 1.8839 -5.0292 -3.9403 0.0 0.0 0.0
H -0.1651 -4.2470 -2.7700 0.0 0.0 0.0
O -2.0902 4.5307 3.0597 0.0 0.0 0.1
C -1.7822 3.5627 3.9386 0.0 0.1 0.0
C -1.9941 3.8417 5.2887 0.0 0.0 0.0
C -1.7012 2.8975 6.2469 0.0 0.0 0.1
C -1.1844 1.6501 5.8915 0.0 0.0 -0.1
C -0.9693 1.3703 4.5627 0.0 0.0 0.0
C -1.2615 2.3109 3.5615 0.0 0.0 0.0
C -1.0094 1.9541 2.1642 0.2 -0.2 0.4
O -0.4117 0.7846 1.9436 -0.3 0.6 0.4
N -1.3666 2.7777 1.2207 -0.1 0.2 -0.2
N -1.0653 2.3923 -0.1043 -0.5 0.1 0.6
C -1.6439 3.1353 -0.9903 0.2 0.0 -0.1
S -2.6179 4.5125 -0.6225 0.0 0.0 0.1
C -3.1151 4.8092 -2.3430 0.0 0.0 -0.1
C -1.9846 4.3835 -3.2605 0.0 0.0 0.0
S -1.4177 2.7627 -2.6789 0.0 -0.1 0.0
H -1.9277 4.1814 2.1627 0.0 0.0 -0.1
H -2.3944 4.8112 5.5517 0.0 0.0 0.0
H -1.8779 3.1294 7.2894 0.0 0.0 0.0
H -0.9562 0.9133 6.6483 0.0 0.0 0.0
H -0.5645 0.4134 4.2682 0.0 0.0 0.0
H -3.3276 5.8723 -2.4458 0.0 0.0 0.0
H -4.0239 4.2442 -2.5437 0.0 0.0 0.0
H -1.1524 5.0844 -3.2328 0.0 0.0 0.0
H -2.3218 4.2614 -4.2882 0.0 0.0 0.0
```
Positions in Å, forces in eV/Å.

Summary:
multiplicity: 5
⟨S²⟩: 6.01
HOMO-LUMO gap (spin up / spin down): 6.56 / 6.61 eV
E: -2889.8930 a.u.
charge: +1
HOMO (spin up / spin down): -10.389 / -10.401 eV